i) 48
Properties=species:S:1:pos:R:3:nbo_charge:R:1 method="wB97M-V/def2-TZVPD" charge=+1 gap_ev=9.6 e_homo_ev=-12.007 lumo_ev=-2.4
C 1.83 -2.86 -0.73 -0.6363
C 0.66 -2.09 -0.06 -0.0395
C -0.54 -2.14 -1.01 -0.4565
C -1.57 -1.04 -0.78 0.0193
C -1.47 0.10 -1.48 -0.2159
C -0.69 0.27 -2.78 -0.6750
C -2.74 -1.38 0.09 -0.6322
N 1.14 -0.69 0.30 -0.7111
H 1.43 -3.49 -1.53 0.2315
H 2.28 -3.61 -0.07 0.2286
H 2.65 -2.24 -1.09 0.2205
H 0.51 -2.56 0.89 0.2369
H -0.30 -2.02 -2.06 0.2252
H -0.79 -3.19 -0.91 0.2401
H -1.98 1.04 -1.30 0.2123
H 0.27 -0.23 -2.85 0.2150
H -0.58 1.32 -3.04 0.2221
H -1.26 -0.26 -3.55 0.2355
H -3.18 -0.46 0.47 0.1836
H -3.53 -1.81 -0.54 0.2249
H -2.63 -1.98 0.98 0.2457
H 0.40 -0.04 0.08 0.4766
H 1.23 -0.63 1.31 0.4490
H 2.07 -0.54 -0.10 0.4566
H 0.98 1.85 3.69 0.4924
H 1.98 0.61 3.86 0.4938
O 1.27 1.00 3.34 -0.9818
H -1.15 3.38 1.69 0.4651
H -2.66 3.68 1.84 0.4950
O -1.85 3.54 2.33 -0.9549
H 4.90 0.86 0.49 0.4866
H 3.57 1.59 0.77 0.4914
O 3.95 0.73 0.55 -0.9726
H -3.95 1.13 0.72 0.4756
H -3.99 1.67 -0.71 0.4813
O -3.81 1.93 0.20 -0.9490
H 1.28 1.72 -1.50 0.4866
H 1.57 3.18 -1.42 0.4785
O 1.51 2.40 -0.86 -0.9659
H -0.64 -0.96 2.94 0.5000
H -0.95 -2.48 2.86 0.4788
O -0.91 -1.67 2.35 -0.9673
H -1.63 1.37 1.24 0.4876
H -0.72 1.50 2.33 0.4816
O -0.91 0.86 1.64 -0.9666
H 2.89 0.53 -3.61 0.4938
H 3.40 1.29 -2.29 0.4976
O 2.70 0.77 -2.70 -0.9846

ii) 48
Properties=species:S:1:pos:R:3:nbo_charge:R:1 method="wB97M-V/def2-TZVPD" charge=+1 gap_ev=9.1 e_homo_ev=-11.527 lumo_ev=-2.4
C 0.08 -2.53 -2.84 -0.6655
C 0.83 -1.25 -2.66 -0.0546
C 2.06 -1.55 -1.72 -0.4285
C 3.14 -0.58 -1.99 -0.4043
C 3.06 0.90 -1.49 -0.4606
C 2.58 1.16 -0.09 -0.2026
C 2.76 0.50 1.11 -0.3682
N -0.10 -0.30 -1.94 -0.6919
H -0.08 -3.11 -1.84 0.2498
H 0.87 -3.19 -3.32 0.2436
H -0.81 -2.50 -3.56 0.2343
H 1.13 -0.75 -3.64 0.2259
H 1.94 -1.47 -0.66 0.2416
H 2.24 -2.67 -1.85 0.2285
H 3.98 -1.12 -1.42 0.2182
H 3.39 -0.53 -3.03 0.2109
H 4.14 1.27 -1.51 0.2593
H 2.38 1.50 -2.14 0.2011
H 2.15 2.16 0.11 0.2078
H 2.25 0.78 1.95 0.1754
H 3.36 -0.53 1.18 0.1846
H -0.94 -0.26 -2.48 0.4301
H 0.27 0.63 -1.71 0.4509
H -0.43 -0.72 -1.08 0.4769
H -0.56 -3.43 1.09 0.5048
H -0.90 -1.84 1.24 0.5165
O -0.64 -2.51 0.62 -1.0071
H 0.94 -1.22 1.26 0.4716
H 0.22 0.00 1.76 0.4999
O 0.42 -0.51 0.90 -0.9952
H -2.93 0.47 1.37 0.5536
H -3.74 1.29 0.01 0.5156
O -3.12 1.16 0.67 -1.0455
H 0.41 1.69 3.04 0.4938
H -1.04 1.80 2.67 0.5352
O -0.28 1.13 2.73 -0.9962
H -2.95 3.04 1.79 0.5339
H -1.42 3.78 1.92 0.4883
O -2.05 3.17 2.29 -0.9871
H -2.15 -1.58 3.75 0.4874
H -1.22 -0.30 3.38 0.5149
O -1.84 -1.06 3.05 -1.0128
H -1.80 -1.45 -0.05 0.4792
H -2.99 -1.80 -0.66 0.4780
O -2.48 -0.96 -0.57 -0.9768
H -1.75 2.23 -0.07 0.5009
H -1.26 3.78 -0.16 0.4758
O -1.14 2.85 -0.40 -0.9915

Most stable = i)

i) 57
Properties=species:S:1:pos:R:3:nbo_charge:R:1 method="wB97M-V/def2-TZVPD" charge=+1 gap_ev="5.5 / 5.9" spin_multiplicity=2 e_homo_ev="-11.094 / -11.105" lumo_ev="-5.6 / -5.2"
Re -0.92 -0.11 -1.31 1.3537
O -0.81 1.53 2.60 -0.6874
C -1.05 1.48 1.38 0.8179
O -1.03 0.35 0.78 -0.7093
C -1.34 2.75 0.65 -0.2391
C -1.60 3.89 1.38 -0.0805
C -1.83 5.11 0.74 -0.0111
C -1.76 5.22 -0.64 -0.1231
C -1.48 4.10 -1.39 0.0203
C -1.31 2.82 -0.78 0.3832
O -1.14 1.80 -1.51 -0.5968
N -1.33 4.21 -2.82 0.5203
O -1.67 5.25 -3.32 -0.3441
O -0.85 3.27 -3.42 -0.3722
N -2.11 6.30 1.53 0.5316
O -2.30 7.32 0.92 -0.3486
O -2.14 6.16 2.73 -0.3593
H -1.64 3.84 2.46 0.2783
H -1.90 6.18 -1.12 0.2934
Cl -0.24 -0.16 -3.67 0.2520
C 1.30 0.17 -2.95 -0.0484
C 1.18 0.08 -1.56 -0.3853
C 2.31 0.35 -0.82 0.0399
Cl 2.24 0.25 0.88 0.0080
C 3.52 0.72 -1.42 -0.1162
Cl 4.90 1.07 -0.47 0.0942
C 3.58 0.83 -2.81 -0.0529
Cl 5.03 1.33 -3.56 0.1194
C 2.45 0.55 -3.61 -0.0868
Cl 2.49 0.71 -5.30 0.1099
S -3.29 -0.96 -1.57 -0.0005
C -2.38 -2.39 -1.41 -0.0946
N -1.07 -2.18 -1.24 -0.6026
C -0.37 -3.35 -1.12 0.2098
C 1.01 -3.48 -0.96 -0.2304
C 1.55 -4.74 -0.85 -0.1815
C 0.74 -5.88 -0.91 -0.1988
C -0.63 -5.77 -1.07 -0.1996
C -1.18 -4.50 -1.18 -0.2349
S -2.86 -4.05 -1.41 0.5013
H 1.62 -2.59 -0.94 0.2184
H 2.61 -4.86 -0.71 0.2257
H 1.19 -6.86 -0.83 0.2314
H -1.25 -6.65 -1.13 0.2356
N 0.71 -0.20 3.74 -0.7250
C 0.17 -1.54 4.09 -0.2455
C 0.38 -2.55 2.96 -0.2293
N -0.22 -2.23 1.69 -0.8420
H 1.01 0.31 4.57 0.4284
H -0.03 0.46 3.23 0.4750
H 1.50 -0.29 3.10 0.4149
H -0.90 -1.44 4.30 0.2189
H 0.67 -1.92 4.99 0.2189
H -0.03 -3.51 3.29 0.2191
H 1.45 -2.69 2.79 0.1962
H 0.24 -1.46 1.22 0.3634
H -1.21 -2.02 1.77 0.3665

ii) 57
Properties=species:S:1:pos:R:3:nbo_charge:R:1 method="wB97M-V/def2-TZVPD" charge=+1 gap_ev="5.7 / 6.2" spin_multiplicity=2 e_homo_ev="-11.148 / -11.194" lumo_ev="-5.4 / -5.0"
Re 1.12 -0.94 -0.09 1.3596
O 1.03 0.64 3.66 -0.5563
C 0.49 0.30 2.63 0.7820
O 0.84 -0.72 1.93 -0.7114
C -0.68 1.13 2.12 -0.2782
C -1.53 1.67 3.05 -0.0631
C -2.57 2.53 2.65 -0.0456
C -2.67 2.94 1.34 -0.0948
C -1.77 2.44 0.40 -0.1216
C -0.79 1.44 0.73 0.5088
O -0.06 0.92 -0.17 -0.7278
N -1.82 3.02 -0.88 0.5471
O -2.75 3.72 -1.20 -0.3322
O -0.85 2.82 -1.64 -0.5131
N -3.50 3.04 3.63 0.5353
O -4.34 3.82 3.24 -0.3682
O -3.37 2.65 4.77 -0.3587
H -1.40 1.46 4.10 0.2769
H -3.41 3.67 1.05 0.2827
Cl 3.49 -0.54 0.24 0.2230
C 3.56 -2.26 0.03 -0.0380
C 2.25 -2.72 -0.13 -0.3950
C 2.09 -4.09 -0.28 0.0767
Cl 0.51 -4.74 -0.47 0.0669
C 3.20 -4.94 -0.29 -0.1283
Cl 2.97 -6.62 -0.49 0.0999
C 4.49 -4.43 -0.16 -0.0375
Cl 5.84 -5.47 -0.22 0.1192
C 4.69 -3.05 0.02 -0.0994
Cl 6.26 -2.40 0.19 0.0935
S 0.91 -1.09 -2.64 0.0338
C -0.56 -1.76 -2.09 -0.1066
N -0.64 -1.76 -0.75 -0.5498
C -1.80 -2.31 -0.29 0.1835
C -2.18 -2.50 1.03 -0.2414
C -3.40 -3.10 1.29 -0.1715
C -4.24 -3.50 0.25 -0.1960
C -3.88 -3.33 -1.07 -0.2038
C -2.66 -2.73 -1.33 -0.2225
S -1.93 -2.41 -2.90 0.5051
H -1.51 -2.20 1.82 0.2355
H -3.70 -3.26 2.31 0.2316
H -5.19 -3.96 0.48 0.2326
H -4.51 -3.66 -1.88 0.2355
N 0.94 4.09 -2.99 -0.7027
C 2.04 3.89 -2.01 -0.2427
C 2.15 2.39 -1.66 -0.2663
N 2.59 2.10 -0.32 -0.8350
H 0.81 5.07 -3.25 0.4354
H 0.05 3.69 -2.55 0.4725
H 1.13 3.55 -3.84 0.4277
H 1.79 4.45 -1.11 0.2219
H 2.98 4.28 -2.41 0.2219
H 2.83 1.89 -2.36 0.2027
H 1.16 1.94 -1.77 0.2476
H 1.97 2.52 0.37 0.3738
H 3.54 2.42 -0.15 0.3744

Most stable = i)

i) 28
Properties=species:S:1:pos:R:3:nbo_charge:R:1 method="wB97M-V/def2-TZVPD" gap_ev=10.7 smiles="CCC(=O)OC.CCC(=O)OC" e_homo_ev=-9.977 lumo_ev=0.7
C -3.07 2.85 -3.69 -0.5989
C -1.63 2.45 -3.22 -0.4995
C -1.12 3.26 -2.03 0.7887
O -1.81 4.17 -1.62 -0.6230
O -0.01 2.93 -1.48 -0.4922
C 0.61 3.85 -0.58 -0.2698
H -3.24 2.30 -4.63 0.2038
H -3.23 3.92 -3.88 0.2248
H -3.81 2.51 -2.94 0.2134
H -1.65 1.42 -2.84 0.2276
H -0.96 2.48 -4.10 0.2258
H -0.05 4.42 0.09 0.2143
H 1.12 4.56 -1.26 0.1869
H 1.37 3.33 0.02 0.1984
C 3.03 -3.42 1.23 -0.5969
C 1.51 -3.56 0.99 -0.5047
C 0.51 -2.97 1.95 0.7937
O -0.43 -2.18 1.65 -0.6199
O 0.69 -3.41 3.19 -0.5187
C -0.02 -2.85 4.37 -0.2648
H 3.64 -3.90 0.45 0.2185
H 3.28 -3.88 2.20 0.2118
H 3.29 -2.35 1.27 0.2082
H 1.36 -3.07 0.00 0.2305
H 1.29 -4.64 0.86 0.2321
H -0.84 -3.56 4.56 0.1958
H -0.45 -1.86 4.19 0.2146
H 0.62 -2.80 5.27 0.1998

ii) 28
Properties=species:S:1:pos:R:3:nbo_charge:R:1 method="wB97M-V/def2-TZVPD" gap_ev=10.6 smiles="CCC(=O)OC.CCC(=O)OC" e_homo_ev=-9.861 lumo_ev=0.8
C 0.39 -2.91 -0.65 -0.6089
C -0.64 -2.73 -1.79 -0.5080
C -1.10 -1.38 -2.20 0.7976
O -0.89 -0.36 -1.58 -0.6067
O -1.58 -1.45 -3.43 -0.5077
C -2.20 -0.29 -4.01 -0.2701
H 1.38 -3.09 -1.11 0.2096
H 0.03 -3.85 -0.21 0.2085
H 0.51 -2.17 0.15 0.2203
H -0.29 -3.34 -2.64 0.2400
H -1.56 -3.20 -1.39 0.2276
H -3.12 -0.02 -3.46 0.1905
H -2.46 -0.45 -5.08 0.2020
H -1.49 0.55 -3.95 0.2025
C 2.13 3.46 3.20 -0.5975
C 0.96 2.45 3.23 -0.4992
C 0.66 1.84 1.90 0.7860
O 0.72 2.45 0.84 -0.6148
O 0.35 0.59 2.02 -0.5028
C -0.08 -0.23 0.96 -0.2572
H 2.03 4.37 2.58 0.2239
H 2.95 2.84 2.79 0.2039
H 2.40 3.77 4.23 0.2068
H 1.28 1.61 3.88 0.2204
H 0.10 2.94 3.71 0.2316
H -0.03 -1.29 1.27 0.1779
H 0.62 -0.08 0.13 0.2111
H -1.10 -0.02 0.60 0.2128

Most stable = i)

i) 15
Properties=species:S:1:pos:R:3:nbo_charge:R:1 method="wB97M-V/def2-TZVPD" gap_ev="7.5 / 10.0" spin_multiplicity=3 e_homo_ev="-6.602 / -9.917" lumo_ev="0.9 / 0.1"
C -1.39 2.08 0.06 -0.5050
C 2.18 -2.65 0.54 -0.0563
C 1.24 -0.55 1.00 -0.0812
N -1.91 0.81 -0.39 -0.2461
N -1.51 0.42 -1.51 0.2061
O -0.72 0.82 -2.33 -0.4520
O 2.25 -1.31 0.55 -0.5142
H -0.51 2.57 -0.40 0.2197
H -1.27 2.04 1.16 0.2176
H -2.19 2.86 -0.14 0.2204
H 2.99 -3.19 0.08 0.1749
H -2.16 -0.40 -1.91 0.3385
H 1.29 -3.03 0.90 0.1399
H 0.40 -1.06 1.54 0.1540
H 1.31 0.58 0.88 0.1835

ii) 15
Properties=species:S:1:pos:R:3:nbo_charge:R:1 method="wB97M-V/def2-TZVPD" gap_ev="9.3 / 8.4" spin_multiplicity=3 e_homo_ev="-8.315 / -10.868" lumo_ev="1.0 / -2.4"
C -1.66 -0.23 -1.40 -0.7018
C 0.87 0.63 1.21 -0.8513
C -0.31 0.20 -1.98 0.5708
N -0.83 2.43 -1.30 0.2554
N 0.43 -0.65 -2.57 -0.6655
O -0.52 3.56 -1.39 -0.1723
O 0.06 1.53 -1.83 -0.3618
H -1.25 -0.40 -0.40 0.2470
H -2.47 0.46 -1.48 0.2326
H -2.05 -1.07 -1.96 0.2491
H 0.47 1.67 0.80 0.2034
H 0.17 0.05 1.65 0.2098
H 1.39 0.30 0.33 0.2164
H 1.67 0.92 1.80 0.2187
H 1.33 -0.25 -2.81 0.3499

Most stable = ii)